# 1
14
Properties=species:S:1:pos:R:3:forces:R:3 method="wB97M-V/def2-TZVPD" smiles="O=C1NSCC[C@@H]1Cl" lumo_ev=0.13 e_above_lowest_kcal_mol=70.9 gap_ev=9.27 homo_ha=-0.3358 charge=0
O 0.0286 -2.1057 -1.9346 0.628 -0.266 -0.743
C -0.1471 -1.2393 -1.1507 -2.465 1.601 3.612
N -1.4554 -0.6816 -0.8661 2.960 1.714 3.544
S -1.9206 0.0198 0.8345 2.479 0.386 -2.650
C -0.4545 1.3283 0.7217 -3.118 0.586 -0.015
C 0.7497 0.4910 0.9210 2.043 -0.993 1.106
C 1.0196 -0.5448 -0.1877 -2.189 -1.410 -1.307
Cl 1.8910 0.2973 -1.4261 1.267 0.771 -1.324
H -2.3261 -0.9090 -1.2013 -1.706 -1.405 -1.856
H -0.7022 1.7810 -0.4027 1.026 -0.531 3.432
H -0.5651 1.8919 1.7789 -0.126 -0.278 -3.066
H 1.8212 1.0713 0.8045 -2.791 -0.911 1.368
H 0.4585 -0.0019 1.9882 1.695 0.809 -2.440
H 1.6022 -1.3981 0.1205 0.298 -0.072 0.339



# 2
13
Properties=species:S:1:pos:R:3:forces:R:3 method="wB97M-V/def2-TZVPD" lumo_ev="-2.65 / -2.21" e_above_lowest_kcal_mol=59.1 gap_ev="6.23 / 7.28" homo_ha="-0.3265 / -0.3489" charge=0
C -0.0382 -0.6990 -1.4922 -0.382 -1.654 -1.531
C 1.8084 0.9213 -0.8693 0.402 -1.997 1.174
C -1.3542 -0.9318 1.1261 -0.042 2.664 -0.316
C 0.5750 0.1477 -0.5603 -1.198 1.034 3.231
N -0.3956 -1.5201 -2.2464 0.382 1.467 1.222
S -0.1448 0.4514 1.0204 -0.035 -1.174 -1.819
Cl -1.8902 1.8487 2.4025 0.471 -0.139 -0.586
H 1.5715 1.7397 -1.4269 -0.904 2.793 -1.360
H 2.2932 0.3194 -1.6587 0.866 0.043 0.983
H 2.3312 1.2693 0.0791 -0.230 -0.873 -1.470
H -1.8302 -1.2225 0.2364 -0.363 -0.004 -1.384
H -2.0591 -0.6214 1.8405 -0.988 0.688 0.693
H -0.8671 -1.7026 1.5490 2.020 -2.848 1.163



# 3
13
Properties=species:S:1:pos:R:3:forces:R:3 method="wB97M-V/def2-TZVPD" lumo_ev=-0.32 e_above_lowest_kcal_mol=43.9 gap_ev=7.78 homo_ha=-0.2978 charge=0
C 0.1921 2.1607 -0.7425 2.852 -0.334 -4.852
N 0.1205 0.7269 -0.9082 2.935 -2.036 0.218
C -0.2869 -0.0568 0.1488 1.219 1.050 -1.536
C 0.0409 -1.3737 0.2034 -0.704 0.573 0.738
Cl 1.0999 -2.2305 -0.7908 0.695 0.247 -1.482
C -0.5100 -2.1492 1.2071 -1.331 -1.431 4.914
S -0.5624 -3.7954 1.4486 0.111 1.271 -0.594
H -0.1090 2.4745 -1.8539 1.020 0.532 2.680
H 1.1831 2.5644 -0.3265 -1.133 -0.614 -1.100
H -0.4939 2.4345 -0.0800 -3.261 1.375 2.540
H 1.0136 0.3035 -1.3970 -2.606 0.995 1.026
H -0.8460 0.5250 0.8970 -0.016 -1.008 -0.169
H -0.8420 -1.5839 2.1941 0.219 -0.619 -2.385



# 4
13
Properties=species:S:1:pos:R:3:forces:R:3 method="wB97M-V/def2-TZVPD" lumo_ev="-0.97 / -2.00" e_above_lowest_kcal_mol=102.1 gap_ev="8.17 / 6.77" homo_ha="-0.3360 / -0.3223" charge=0
C -0.5435 1.0671 -0.0693 1.662 0.456 1.147
C -1.3459 1.0007 -1.1326 -1.251 0.548 -1.309
C -0.4125 -0.1512 0.8329 0.992 0.169 0.569
C 0.7005 -1.1305 0.2675 -3.841 -0.369 -0.287
N 1.8967 -0.5059 0.5186 1.690 0.852 0.724
S 0.5007 2.4566 0.2498 -0.782 -0.973 -0.369
Cl 3.2296 -0.6873 -0.4703 -0.516 -0.373 -0.339
H -1.4123 1.8072 -1.9302 0.112 -1.213 1.246
H -2.0469 0.1369 -1.1577 0.485 0.724 -0.401
H 0.0956 0.0579 1.8237 -1.634 0.293 -0.728
H -1.3812 -0.7061 0.8303 0.778 0.368 0.523
H 0.4738 -1.9788 0.9432 0.921 -0.180 -0.313
H 0.2454 -1.3666 -0.7060 1.385 -0.301 -0.464



# 5
14
Properties=species:S:1:pos:R:3:forces:R:3 method="wB97M-V/def2-TZVPD" smiles="CC(=S)[S@H]1=CNC=1Cl" lumo_ev="-0.73 / -0.73" e_above_lowest_kcal_mol=143.4 gap_ev="7.04 / 7.04" homo_ha="-0.2859 / -0.2859" charge=0
C -2.0726 0.3820 0.3899 -2.038 -2.022 1.837
C -0.7220 0.9649 0.1414 -0.413 0.863 0.699
S -0.4321 2.4515 -0.3994 -0.334 -0.056 -0.636
S 0.6596 0.2187 1.0108 1.386 1.669 0.280
C 0.2760 -1.4001 -0.4741 -2.939 -1.462 0.362
N 1.3756 -1.0207 -0.9178 3.454 0.150 -0.840
C 1.9664 0.1542 -0.3742 -0.465 0.593 0.884
Cl 3.6603 -0.1290 0.2365 -0.986 -0.124 -0.148
H -2.8043 1.0775 0.8683 1.087 0.065 -0.206
H -2.0797 -0.5256 1.1005 0.611 1.315 -0.857
H -2.7266 -0.0218 -0.3918 0.922 0.310 -0.790
H 1.1457 1.5424 1.4149 -0.360 -1.515 -0.265
H -0.2183 -2.2529 -0.9852 0.284 0.568 0.099
H 1.9722 -1.4412 -1.6198 -0.208 -0.355 -0.420



# 6
13
Properties=species:S:1:pos:R:3:forces:R:3 method="wB97M-V/def2-TZVPD" smiles="C=CP(O)Cl.C#C" lumo_ev=0.18 e_above_lowest_kcal_mol=72.4 gap_ev=9.93 homo_ha=-0.3581 charge=0
C 2.3587 -1.5868 -0.0712 -1.498 2.814 0.537
C 1.4006 -0.6042 0.0279 4.776 -1.145 -0.018
P 1.8404 1.0160 0.6919 1.746 -0.238 -1.814
O 0.5180 1.2254 1.4778 -2.085 1.089 1.545
Cl 1.2527 2.2562 -1.0408 0.428 -0.706 0.618
H 2.1163 -2.5055 -0.4716 -0.778 -1.948 -0.775
H 3.4030 -1.5466 0.2020 0.021 0.730 0.279
H 0.4365 -0.7548 -0.3019 -2.069 -0.560 -0.667
H -0.2045 1.4202 0.8636 -0.406 -0.003 0.596
C -2.1738 1.1253 -0.2672 -2.933 1.974 2.006
C -3.1748 1.6101 0.2767 2.692 -1.419 -2.398
H -1.1886 0.9847 -0.6359 0.029 -0.423 -0.389
H -4.1365 2.0625 0.3878 0.075 -0.165 0.480



# 7
14
Properties=species:S:1:pos:R:3:forces:R:3 method="wB97M-V/def2-TZVPD" lumo_ev="-11.40 / -11.40" e_above_lowest_kcal_mol=21.7 multiplicity=4 gap_ev="6.72 / 6.76" homo_ha="-0.6661 / -0.6675" charge=+2
H -1.1006 -3.5558 -1.0989 -0.480 0.590 0.915
O -0.0885 0.0154 -0.7539 -1.523 -0.502 0.591
Co -1.7633 -2.7323 0.1462 -0.087 -2.562 -1.673
O -1.3247 -1.0242 0.7599 -0.579 1.378 1.062
C -0.6604 -0.1021 0.3628 1.975 -0.275 -1.308
O -0.2748 0.9256 1.2827 -0.224 0.677 0.326
C -0.7970 0.9953 2.4194 -0.554 0.272 0.121
C 1.0566 0.7809 -1.0828 1.783 0.240 0.004
C 1.7383 0.3847 -2.1451 -0.851 1.074 -0.407
H -0.5860 1.9116 2.9814 0.239 -0.281 0.100
H -1.4944 0.2165 2.7570 0.205 0.152 0.014
H 2.6710 0.8968 -2.3773 -0.179 -0.166 0.094
H 1.3561 1.5019 -0.3270 -0.114 -0.192 -0.232
H 1.2677 -0.2143 -2.9244 0.389 -0.405 0.392



# 8
13
Properties=species:S:1:pos:R:3:forces:R:3 method="wB97M-V/def2-TZVPD" lumo_ev="-11.34 / -10.94" multiplicity=5 gap_ev="7.64 / 8.09" homo_ha="-0.6974 / -0.6991" charge=+2
H -0.5806 -0.2277 -1.4320 -1.909 2.915 -0.959
O -2.5692 0.5989 -0.6785 -0.433 0.619 -0.328
C -1.2646 0.4359 -0.6459 4.254 -3.794 -1.067
C -0.6596 -0.4084 0.2617 -1.094 0.916 3.545
C 0.7886 -0.8615 0.4196 -0.967 -0.334 -1.558
C 1.7994 -0.0458 -0.3373 1.159 4.110 3.344
O 1.8032 1.2793 -0.1475 0.169 -5.200 -1.608
Cr 0.2287 1.9415 0.5887 -0.929 0.705 -0.196
H -2.8519 1.3134 -0.0940 -0.585 -0.032 -0.070
H -1.3229 -0.7280 1.0765 0.218 -0.435 0.089
H 0.8550 -1.9133 0.1024 -0.018 0.073 0.127
H 1.0222 -0.8716 1.5048 0.377 0.139 -0.470
H 2.7518 -0.5129 -0.6184 -0.242 0.318 -0.849



# 9
13
Properties=species:S:1:pos:R:3:forces:R:3 method="wB97M-V/def2-TZVPD" lumo_ev="-5.72 / -5.72" e_above_lowest_kcal_mol=0.8 multiplicity=2 gap_ev="4.82 / 5.95" homo_ha="-0.3875 / -0.4290" charge=+1
O -0.3200 1.6778 -0.6206 0.490 0.471 -1.505
C -1.3410 1.1501 0.0450 0.042 -0.305 1.399
C -1.5074 -0.1989 0.3470 -0.609 0.454 -1.215
Cu 0.2788 3.7682 -0.9685 -0.739 -1.575 0.401
Li 0.7633 0.1166 -1.5262 -0.465 0.200 0.931
H -2.0597 1.8498 0.4968 0.659 0.075 0.280
H -1.6491 -0.9191 -0.4713 0.877 0.049 0.322
H -2.1481 -0.4451 1.1982 -0.026 0.287 -0.373
C 0.7094 -1.5343 0.3497 -0.126 0.148 -0.315
C 1.9633 -1.1108 0.3658 -0.168 0.157 -0.363
H 0.2941 -2.4917 0.0264 0.228 0.202 0.226
H 2.7887 -1.7565 0.0384 -0.133 0.150 0.188
H 2.2276 -0.1062 0.7192 -0.031 -0.314 0.026



# 10
12
Properties=species:S:1:pos:R:3:forces:R:3 method="wB97M-V/def2-TZVPD" lumo_ev=-6.33 e_above_lowest_kcal_mol=66.3 gap_ev=5.51 homo_ha=-0.4349 charge=+1
C -1.1487 -1.5302 -0.6497 -1.849 0.003 -0.054
C -1.1376 -0.1735 -0.5388 0.727 0.018 -1.156
C 0.2193 0.4489 -0.5421 0.926 -2.381 -1.654
C 0.6742 0.9420 0.7795 -0.196 -0.015 0.498
O 1.7634 0.6642 1.2568 0.734 0.124 0.843
Cu 3.1601 0.9917 3.1527 -0.807 -0.152 -1.024
H -0.6823 -2.0275 -1.5057 1.662 -0.354 1.358
H -1.9860 -2.0800 -0.2139 -0.498 0.210 -1.010
H -1.9191 0.4090 -1.0326 -1.063 0.194 2.031
H 0.8313 -0.5470 -0.8256 -0.230 2.683 0.354
H 0.2492 1.3141 -1.2278 0.445 -0.261 0.002
H -0.0237 1.5884 1.3472 0.149 -0.070 -0.187



# 11
13
Properties=species:S:1:pos:R:3:forces:R:3 method="wB97M-V/def2-TZVPD" lumo_ev=3.56 e_above_lowest_kcal_mol=0.0 gap_ev=6.51 homo_ha=-0.1082 charge=-1
O 1.1385 2.8675 -0.9519 1.140 -1.969 -0.409
C 1.7040 1.7851 -1.2566 -1.057 1.328 1.161
H -0.3189 1.3948 0.7567 -0.358 -1.874 1.085
H 1.6961 1.6483 -2.4072 0.302 -0.267 0.620
C -1.1326 0.6164 0.5959 0.090 2.186 -0.888
C -1.1340 -0.6621 0.2183 -0.180 -0.253 0.141
C -0.2124 -1.7679 0.6761 0.245 0.128 -0.225
O 0.9556 -1.7651 -0.0600 1.043 0.620 0.846
Cu 2.0099 0.0072 0.2835 -1.038 0.076 -2.047
H -1.8349 -0.9687 -0.5706 -0.525 0.060 0.794
H -2.0033 1.2395 0.3658 -0.011 -0.331 -0.687
H -0.7668 -2.7325 0.5663 0.117 0.232 -0.119
H -0.1012 -1.6624 1.7835 0.232 0.064 -0.273



# 12
12
Properties=species:S:1:pos:R:3:forces:R:3 method="wB97M-V/def2-TZVPD" smiles="C=C(F)CCF" lumo_ev=0.89 e_above_lowest_kcal_mol=61.4 gap_ev=10.92 homo_ha=-0.3683 charge=0
C 2.0904 -0.3997 -0.4767 2.171 -2.654 -0.039
C 1.0181 -0.0872 0.1493 -4.025 1.274 0.667
F 0.6168 1.2550 0.2733 1.668 -0.860 0.054
C -0.1868 -0.8471 0.5834 -2.062 -0.194 4.527
C -1.4484 -0.6581 -0.3135 0.453 -2.479 0.822
F -1.6736 0.6725 -0.2995 -0.945 0.957 -1.054
H 2.7851 0.4348 -0.5594 0.343 -0.691 -0.773
H 2.2486 -1.5672 -0.5836 0.247 2.885 0.004
H -0.1650 -1.9477 1.1474 0.539 2.789 -2.108
H -0.6183 -0.1008 1.5989 1.470 -2.351 -2.767
H -2.2243 -1.1167 0.4258 0.615 0.252 -2.262
H -1.3548 -1.0964 -1.4489 -0.475 1.071 2.928